No. 1
Here is a single C20H24N2O3 molecule from the Open Molecules 2025 dataset. Energies are from ωB97M-V with the def2-TZVPD basis set.

```
49
Properties=species:S:1:pos:R:3:forces:R:3:lowdin_charge:R:1
C 5.33682 2.13342 -0.06830 0.183 -0.136 -0.002 -0.096
C 5.58174 0.62344 -0.02851 -0.129 0.208 0.001 -0.218
C 4.27584 -0.11608 0.02472 0.165 -0.059 0.001 -0.256
C 3.61487 -0.47782 -1.14183 0.007 -0.007 0.188 -0.030
C 2.38661 -1.11114 -1.10720 -0.083 -0.112 -0.087 -0.025
C 1.78599 -1.38897 0.11689 0.289 0.147 -0.118 -0.242
N 0.54793 -2.03282 0.21900 0.201 -0.215 0.337 0.132
C -0.45244 -2.05434 -0.70334 -0.230 -0.376 0.303 -0.476
O -0.40040 -1.51750 -1.78867 0.045 0.078 -0.274 0.068
C -1.65084 -2.89150 -0.27473 -0.131 0.188 -0.248 -0.098
C -2.97800 -2.21942 -0.63392 0.056 0.061 0.200 -0.147
C -3.51385 -1.31162 0.47380 -0.206 -0.254 -0.118 -0.110
N -2.81845 -0.04528 0.58562 -0.145 -0.372 -0.024 0.072
C -1.70474 0.16386 1.35702 -0.099 0.426 0.136 -0.372
O -1.15446 -0.69014 2.00943 0.113 -0.192 0.215 0.100
C -1.32511 1.63017 1.26704 0.263 0.107 0.130 -0.148
C 0.09270 1.77130 0.67838 -0.065 -0.020 0.066 -0.108
C 0.07418 1.52615 -0.79826 0.127 -0.029 0.037 -0.078
C -0.86944 2.08869 -1.53538 -0.090 0.091 -0.080 -0.077
C -1.89316 2.95605 -0.87086 -0.055 -0.034 0.073 -0.128
C -2.41594 2.26174 0.39901 -0.075 0.306 -0.147 -0.157
C -3.31057 1.10432 -0.00045 0.083 0.301 0.202 -0.381
O -4.30131 1.14619 -0.67927 -0.148 0.018 -0.199 0.125
C 2.44777 -1.04241 1.29254 -0.128 -0.054 -0.077 -0.031
C 3.67502 -0.41148 1.24214 0.015 -0.031 -0.105 -0.038
H 4.79570 2.45187 0.82002 -0.062 0.071 0.067 0.072
H 4.74374 2.39659 -0.94128 -0.064 0.067 -0.068 0.073
H 6.28046 2.67240 -0.11270 0.060 0.132 -0.005 0.067
H 6.18337 0.37911 0.84939 0.048 -0.057 -0.057 0.108
H 6.13982 0.32630 -0.91858 0.051 -0.056 0.055 0.108
H 4.06992 -0.26387 -2.09831 0.059 0.016 -0.114 0.117
H 1.88659 -1.38470 -2.02159 -0.034 -0.006 -0.034 0.109
H 0.29854 -2.29873 1.16249 -0.119 0.040 -0.257 0.127
H -1.61167 -3.11810 0.79065 0.018 -0.074 0.001 0.109
H -1.56714 -3.83057 -0.82842 0.074 0.012 0.045 0.126
H -2.84386 -1.64104 -1.55052 -0.089 -0.076 -0.025 0.119
H -3.73482 -2.98253 -0.82099 0.002 0.015 -0.028 0.115
H -4.55784 -1.06413 0.26247 0.136 -0.026 0.099 0.127
H -3.44377 -1.81445 1.44286 -0.050 0.070 -0.067 0.132
H -1.32077 2.03593 2.28318 -0.072 -0.108 -0.064 0.159
H 0.44611 2.78902 0.87204 0.035 -0.012 0.093 0.127
H 0.76437 1.07769 1.18552 0.005 0.098 0.031 0.100
H 0.82966 0.88662 -1.22182 0.041 -0.067 -0.141 0.085
H -0.93304 1.93440 -2.59972 0.067 -0.088 -0.189 0.109
H -1.43979 3.91162 -0.58945 -0.080 0.054 -0.001 0.124
H -2.73611 3.15724 -1.53215 0.025 0.080 0.055 0.117
H -3.02530 2.97358 0.96419 -0.009 -0.137 -0.013 0.159
H 1.98774 -1.26459 2.24550 -0.063 -0.006 0.105 0.116
H 4.17432 -0.14469 2.16283 0.060 0.019 0.102 0.115
```
Forces are in eV/Å.

Its spin multiplicity is 1. Its structure (SMILES) is CCc1ccc(NC(=O)CCCN2C(=O)[C@H]3CC=CC[C@H]3C2=O)cc1. The relative energy (zero: lowest compared OMol25 entry of this formula, charge and spin) is 0.0000 eV.

***

No. 2
Here is a single C20H24N2O6S2 molecule in a non-equilibrium geometry from the Open Molecules 2025 dataset. Energies are from ωB97M-V with the def2-TZVPD basis set.

```
54
Properties=species:S:1:pos:R:3:forces:R:3:lowdin_charge:R:1
C 8.54582 -0.73395 -1.28715 0.021 -0.031 0.049 -0.048
C 7.13869 -0.70639 -0.77660 -0.096 -0.052 -0.038 -0.269
C 6.24023 -1.70916 -1.12581 0.033 0.111 0.075 -0.030
C 4.94594 -1.69955 -0.63513 -0.180 -0.116 0.027 -0.050
C 4.54864 -0.68037 0.20752 -0.524 -0.115 0.116 -0.280
S 2.88496 -0.62785 0.86206 0.490 0.258 -0.417 0.677
O 2.16251 -1.76745 0.35679 0.178 0.069 -0.160 -0.291
O 2.94378 -0.44512 2.28208 0.027 0.312 0.110 -0.271
N 2.34617 0.80371 0.18850 0.316 -0.954 0.538 -0.240
C 2.10665 0.73745 -1.23626 0.070 0.029 -0.698 -0.194
C 0.63867 0.81631 -1.67084 0.164 -0.103 0.266 -0.137
C -0.30428 -0.00205 -0.77910 -0.011 -0.113 -0.643 -0.174
N -0.74290 0.69496 0.40811 -0.807 0.693 0.034 -0.236
S -1.88091 1.89128 0.16085 -0.158 -0.410 -0.052 0.687
O -1.56131 2.74253 -0.95651 -0.139 -0.271 -0.097 -0.293
O -2.11292 2.52674 1.42428 0.000 -0.157 0.247 -0.279
C -3.30135 0.89704 -0.27381 0.455 0.307 0.024 -0.283
C -3.88435 1.00507 -1.52265 0.058 0.127 -0.068 -0.057
C -4.99167 0.23360 -1.81981 -0.077 -0.170 0.215 0.021
C -5.50549 -0.64890 -0.87508 0.045 0.115 0.040 -0.191
C -4.87987 -0.77967 0.37485 0.157 0.107 -0.139 -0.182
C -3.77921 0.01384 0.67104 -0.338 -0.239 0.027 0.037
O -5.31576 -1.67182 1.31279 0.159 0.302 0.098 -0.016
C -6.20630 -2.64035 0.80047 -0.400 -0.141 -0.371 -0.144
C -7.25039 -1.97231 -0.09146 0.025 -0.255 0.536 -0.143
O -6.62255 -1.36391 -1.20091 0.316 0.167 -0.216 -0.018
C 0.21291 0.90471 1.46569 0.223 0.433 0.383 -0.171
C 1.49882 1.62110 1.02947 -0.245 -0.036 0.693 -0.154
C 5.42441 0.32486 0.56977 0.100 0.081 0.062 -0.048
C 6.71631 0.30922 0.07715 -0.134 -0.044 0.036 -0.027
H 8.95020 0.27178 -1.36827 0.072 0.048 -0.039 0.078
H 8.59802 -1.21836 -2.25892 0.056 -0.011 -0.070 0.078
H 9.17640 -1.29525 -0.59732 0.098 -0.021 0.000 0.088
H 6.55812 -2.50373 -1.78478 0.021 -0.076 -0.075 0.115
H 4.23681 -2.47202 -0.88851 -0.048 -0.113 -0.078 0.113
H 2.67032 1.54456 -1.72218 -0.025 -0.160 -0.011 0.128
H 2.53271 -0.21571 -1.55924 -0.027 0.168 -0.267 0.109
H 0.29200 1.84971 -1.66830 0.103 -0.100 -0.148 0.089
H 0.57448 0.44576 -2.69520 0.011 0.052 -0.053 0.120
H 0.18333 -0.93079 -0.46733 -0.218 0.045 -0.017 0.116
H -1.21223 -0.24653 -1.33718 0.138 -0.177 -0.084 0.118
H -3.47149 1.70208 -2.23324 0.004 0.066 -0.141 0.114
H -5.48652 0.30088 -2.77516 -0.059 0.023 -0.117 0.124
H -3.30397 -0.06153 1.63414 0.041 -0.114 0.200 0.135
H -6.66837 -3.12212 1.66290 0.010 0.009 -0.113 0.134
H -5.65146 -3.38496 0.21394 -0.045 0.051 0.090 0.140
H -7.95482 -2.69986 -0.49649 0.049 0.049 0.095 0.134
H -7.79295 -1.21540 0.49026 0.019 -0.079 -0.082 0.141
H -0.30027 1.50266 2.22013 0.217 -0.134 0.144 0.117
H 0.48631 -0.06564 1.89226 -0.186 0.115 0.020 0.118
H 1.26081 2.54584 0.49993 0.115 -0.013 -0.008 0.139
H 2.07941 1.85365 1.92519 -0.174 0.194 -0.030 0.120
H 5.08142 1.09907 1.23678 0.043 0.182 0.081 0.118
H 7.40790 1.09028 0.35682 0.058 0.091 0.029 0.115
```
Forces are in eV/Å.

Its spin multiplicity is 1. Its structure (SMILES) is Cc1ccc(S(=O)(=O)N2CCCN(S(=O)(=O)c3ccc4c(c3)OCCO4)CC2)cc1. The relative energy (zero: lowest compared OMol25 entry of this formula, charge and spin) is 2.7971 eV.

***

No. 3
Here is a single C20H24N4O3S molecule from the Open Molecules 2025 dataset. Energies are from ωB97M-V with the def2-TZVPD basis set.

```
52
Properties=species:S:1:pos:R:3:forces:R:3:lowdin_charge:R:1
C -0.64229 -4.13855 -0.51881 0.195 0.373 0.157 -0.051
C -0.07803 -3.27252 0.59751 -0.276 -0.497 0.296 -0.198
O 0.20817 -1.96355 0.11299 0.091 0.148 -0.270 -0.013
C -0.42419 -0.92310 0.68268 -0.375 0.033 0.431 -0.422
O -1.22979 -1.06510 1.58357 0.069 -0.070 -0.058 0.068
C -0.00098 0.34004 0.09008 0.172 0.597 -0.121 -0.057
C -0.48738 1.54944 0.46732 0.263 -0.838 0.057 -0.265
C -1.57444 1.74965 1.45819 -0.513 -0.140 -0.062 -0.337
S -3.17126 1.92658 0.53656 0.182 0.145 0.105 0.985
C -3.19296 0.37204 -0.25634 -0.126 0.516 0.202 -0.675
N -2.61518 0.10159 -1.40031 0.103 0.423 -0.246 0.084
C -2.86719 -1.20713 -1.63145 -0.108 -0.252 0.091 -0.147
C -3.61118 -1.72743 -0.60694 0.001 -0.207 -0.119 -0.075
N -3.82451 -0.70838 0.26825 0.018 -0.054 -0.478 -0.135
C -4.47149 -0.79712 1.54455 -0.098 -0.107 0.529 -0.033
N -0.02383 2.69508 -0.11965 -0.028 0.236 0.105 0.166
C 0.79482 2.72567 -1.24701 -0.157 0.100 0.068 -0.536
O 1.07165 3.77344 -1.78475 0.087 0.394 -0.155 0.072
N 1.20816 1.51924 -1.67220 -0.002 -0.339 -0.273 0.165
C 1.07346 0.25278 -0.97086 -0.005 -0.163 0.129 -0.188
C 2.40659 -0.13570 -0.34943 0.151 -0.071 -0.001 -0.124
C 2.85429 0.59834 0.73903 0.113 -0.153 -0.089 0.023
C 4.07024 0.33307 1.35341 -0.012 -0.006 -0.038 -0.270
C 4.51775 1.15225 2.52538 -0.032 0.012 -0.001 -0.050
C 4.84280 -0.70267 0.85045 -0.033 0.044 0.035 -0.043
C 4.40746 -1.43696 -0.23743 -0.006 -0.008 -0.033 -0.039
C 3.19537 -1.16879 -0.85958 0.044 0.045 0.081 -0.221
C 2.76914 -1.98776 -2.04158 -0.023 0.016 0.046 -0.034
H 0.07723 -4.23044 -1.32852 0.041 -0.060 -0.117 0.069
H -1.55375 -3.69445 -0.91120 -0.063 -0.012 -0.020 0.054
H -0.86455 -5.12930 -0.13248 -0.020 -0.128 0.024 0.079
H -0.78921 -3.19273 1.42612 0.216 -0.051 -0.143 0.117
H 0.86668 -3.68345 0.96805 -0.110 0.086 -0.011 0.130
H -1.46484 2.68634 2.00238 0.072 0.038 0.023 0.086
H -1.66950 0.90806 2.13852 0.135 0.210 -0.035 0.075
H -2.50150 -1.68530 -2.51802 0.005 -0.214 -0.162 0.100
H -4.00262 -2.70982 -0.43617 -0.095 -0.192 0.051 0.118
H -5.32142 -1.47577 1.48178 0.020 0.046 -0.016 0.095
H -4.81484 0.19365 1.84097 0.000 -0.132 -0.022 0.069
H -3.76303 -1.16846 2.28934 -0.068 0.037 -0.015 0.092
H -0.46060 3.57595 0.11453 0.127 -0.109 -0.152 0.156
H 1.83456 1.53108 -2.46246 -0.057 0.181 0.080 0.162
H 0.76939 -0.50069 -1.70428 0.061 0.125 0.123 0.142
H 2.23923 1.40231 1.11911 -0.095 0.113 0.069 0.126
H 5.49756 0.83366 2.87179 0.061 0.022 0.066 0.073
H 3.80956 1.05596 3.34771 0.010 0.031 0.099 0.081
H 4.56960 2.20559 2.25309 0.042 0.081 0.052 0.082
H 5.79295 -0.93704 1.30869 0.096 -0.012 0.060 0.108
H 5.02774 -2.23738 -0.61584 0.047 -0.087 -0.056 0.107
H 1.81882 -2.47745 -1.83850 -0.095 -0.071 -0.094 0.063
H 2.65066 -1.36486 -2.92750 -0.047 -0.040 -0.132 0.086
H 3.51250 -2.75093 -2.25903 0.020 -0.038 -0.060 0.078
```
Forces are in eV/Å.

Its spin multiplicity is 1. Its structure (SMILES) is CCOC(=O)C1=C(CSc2nccn2C)NC(=O)N[C@H]1c1cc(C)ccc1C. The relative energy (zero: lowest compared OMol25 entry of this formula, charge and spin) is 0.5123 eV.

***

No. 4
Here is C20H25BrFGaN3O as an isolated structure in a non-equilibrium geometry from the Open Molecules 2025 dataset. Energies are from ωB97M-V with the def2-TZVPD basis set.

```
52
Properties=species:S:1:pos:R:3:forces:R:3:lowdin_charge:R:1
C -3.53626 3.95625 2.82522 0.215 0.514 0.356 -0.177
C -2.69693 3.46132 3.99370 -0.566 -0.536 -0.170 -0.379
C -2.26468 1.97848 3.98565 0.931 0.560 -0.131 -0.772
Br -3.11782 0.89247 2.57473 -0.143 -0.079 0.109 0.541
Ga -0.21943 1.72481 3.79457 -0.399 -0.646 -0.031 0.322
C 0.28194 2.79981 2.07798 0.241 -0.032 0.041 -0.195
C 0.26743 1.98264 0.89465 -1.386 0.178 -1.212 -0.585
O -0.55524 1.96339 0.00036 1.009 -0.292 0.809 0.046
F 1.32981 1.12537 0.78326 0.161 -0.028 0.037 0.026
H -2.93346 4.02923 1.92953 -0.012 -0.160 -0.372 0.059
H -4.41158 3.35375 2.64285 -0.144 -0.324 -0.119 0.028
H -3.88900 4.95557 3.06701 -0.039 0.319 -0.054 0.060
H -1.82143 4.09645 4.05709 0.346 0.157 0.053 0.073
H -3.26333 3.63536 4.90443 -0.145 0.112 0.265 0.086
H -2.58034 1.53147 4.91479 -0.226 -0.357 0.123 0.002
H -0.00544 0.17493 3.52103 0.145 0.138 -0.112 -0.076
H 0.57724 2.24257 5.08403 -0.046 0.266 -0.065 -0.102
H -0.44611 3.57944 1.92121 -0.200 0.344 0.083 0.052
H 1.26951 3.21892 2.22987 0.226 -0.012 0.186 0.056
N -0.19988 -2.51670 -3.64314 0.018 0.045 0.053 0.026
C 0.50023 -1.88563 -2.69711 -0.033 -0.099 -0.039 -0.169
C 0.05219 -0.75955 -2.02428 0.118 -0.038 0.003 -0.049
C -1.19328 -0.25242 -2.35257 -0.161 0.164 0.028 -0.060
C -1.93636 -0.89225 -3.33246 0.091 -0.045 -0.009 -0.074
C -1.39720 -2.01527 -3.94137 -0.027 -0.081 -0.065 -0.184
H 1.47163 -2.31399 -2.47475 0.019 0.039 0.046 0.101
H 0.65791 -0.28821 -1.26217 -0.044 0.025 0.023 0.092
H -1.57208 0.62541 -1.84501 0.078 -0.004 0.075 0.097
H -2.91475 -0.53009 -3.61788 -0.015 -0.015 -0.010 0.097
H -1.94818 -2.54753 -4.71052 -0.040 0.034 -0.004 0.095
N 2.26174 1.90526 -6.25094 -0.006 -0.059 -0.016 0.050
C 1.45047 1.00882 -5.69177 -0.027 0.105 0.011 -0.143
C 1.63371 -0.36345 -5.78915 -0.016 0.014 -0.030 -0.061
C 2.72006 -0.82889 -6.50956 0.020 -0.045 -0.015 -0.081
C 3.57502 0.08914 -7.09856 -0.009 -0.008 0.009 -0.086
C 3.30138 1.43827 -6.93784 0.017 0.086 -0.008 -0.171
H 0.61216 1.41584 -5.13752 -0.012 -0.060 0.039 0.105
H 0.94514 -1.04626 -5.31249 -0.006 0.013 0.014 0.075
H 2.89793 -1.89218 -6.60941 -0.007 -0.008 0.010 0.104
H 4.43564 -0.23202 -7.66981 0.015 0.020 -0.003 0.094
H 3.94630 2.19068 -7.37971 0.035 -0.035 -0.026 0.097
N 0.65201 -2.16904 4.58822 0.054 -0.252 0.230 0.060
C -0.16957 -3.05793 5.13457 -0.049 0.037 0.020 -0.151
C -0.08982 -4.42481 4.90481 -0.004 0.010 -0.020 -0.086
C 0.90006 -4.88969 4.05464 0.014 -0.050 -0.014 -0.100
C 1.76220 -3.97408 3.47396 -0.031 -0.011 0.019 -0.082
C 1.59445 -2.62931 3.77552 0.074 0.131 -0.078 -0.153
H -0.93351 -2.64785 5.78732 -0.018 -0.045 0.011 0.104
H -0.78690 -5.10358 5.37813 -0.017 0.012 0.002 0.093
H 0.99620 -5.94818 3.84569 -0.002 -0.001 -0.002 0.097
H 2.54683 -4.29202 2.80052 0.007 0.018 -0.010 0.094
H 2.24338 -1.87471 3.34268 -0.005 -0.019 -0.042 0.105
```
Forces are in eV/Å.

Its energy is -152799.99649 eV. Its spin multiplicity is 1. Its charge is -1.